Entry from the OMol25 dataset: one molecule with the formula C8H17BN2O4 (the ωB97M-V functional and the def2-TZVPD basis).

Values from the calculation:
ΔE to the lowest compared entry with this formula, charge and spin: 24.75 kJ/mol
F_max: 2.66 eV/Å
SMILES string: N[C@@]1(C(=O)O)CNC[C@@H]1CCCB(O)O
Orbital gap: 9.04 eV

```
! RIJCOSX wB97M-V def2-TZVPD def2/J DEFGRID3
* xyz 0 1
O -0.10 -0.47 2.70
O -3.15 0.41 -3.51
O -3.05 -2.04 -3.71
O 1.83 -1.39 3.32
B -2.91 -0.85 -3.03
C 1.09 -0.62 2.51
N 1.70 2.53 1.26
N 2.73 -0.84 0.85
C -2.37 -1.01 -1.54
C -1.13 -0.18 -1.36
C 0.49 1.95 0.56
C -0.45 -0.39 0.00
C 2.46 1.39 1.81
C 0.81 0.51 0.20
C 1.76 0.08 1.35
H -3.40 0.50 -4.43
H -3.33 -1.93 -4.62
H 1.26 -1.75 4.03
H 1.37 3.11 2.05
H 3.21 -1.25 1.67
H 2.30 -1.62 0.37
H -3.12 -0.73 -0.81
H -2.20 -2.09 -1.42
H -1.38 0.87 -1.48
H -0.41 -0.34 -2.18
H -0.40 1.99 1.23
H 0.29 2.52 -0.34
H -1.17 -0.19 0.84
H -0.18 -1.46 0.10
H 2.53 1.43 2.92
H 3.48 1.42 1.44
H 1.42 0.48 -0.74
*
```

Entry from the OMol25 dataset: a 2-piece molecular cluster, C8H17Br2NO2 overall (the ωB97M-V functional and the def2-TZVPD basis).

Values from the calculation:
ΔE to the lowest compared entry with this formula, charge and spin: 0.00 kJ/mol
F_max: 0.65 eV/Å
SMILES string: NC[C@H]1[C@@H](Br)CO[C@@H]1CCCBr.O
Orbital gap: 10.11 eV

```
! RIJCOSX wB97M-V def2-TZVPD def2/J DEFGRID3
* xyz 0 1
N -0.38 2.54 1.17
C 0.91 2.15 0.61
C 0.96 0.92 -0.33
C 2.19 0.03 -0.17
Br 2.50 -0.48 1.72
C 1.79 -1.19 -0.97
O 0.38 -1.29 -0.84
C -0.15 -0.11 -0.20
C -1.51 0.20 -0.82
C -2.67 -0.20 0.09
C -4.01 -0.08 -0.61
Br -5.38 -1.14 0.26
H -0.65 1.95 1.94
H -1.12 2.58 0.49
H 1.30 3.01 0.06
H 1.57 1.98 1.45
H 1.05 1.28 -1.36
H 3.13 0.48 -0.47
H 2.27 -2.10 -0.63
H 2.03 -1.00 -2.02
H -0.28 -0.32 0.87
H -1.58 -0.38 -1.75
H -1.58 1.25 -1.11
H -2.65 0.43 0.98
H -2.51 -1.22 0.43
H -3.95 -0.44 -1.64
H -4.37 0.94 -0.63
O 4.27 -3.51 0.78
H 3.93 -2.66 1.08
H 4.39 -4.02 1.59
*
```

Entry from the OMol25 dataset: a 2-piece molecular cluster, C8H17ClNO2Si overall (the ωB97M-V functional and the def2-TZVPD basis).

Values from the calculation:
ΔE to the lowest compared entry with this formula, charge and spin: 0.00 kJ/mol
F_max: 4.04 eV/Å
Orbital gap: 7.88 eV

```
! RIJCOSX wB97M-V def2-TZVPD def2/J DEFGRID3
* xyz -1 1
C 2.97 0.90 0.06
C -2.13 -0.67 -1.46
C -1.63 1.72 -0.61
C 0.08 0.39 -1.78
C 0.36 0.78 2.07
C -1.52 -1.57 1.72
C 3.02 -0.62 0.03
C -1.11 0.31 -0.80
N 1.12 -1.41 0.51
O 2.00 1.64 0.17
O 4.21 1.11 -0.13
Si -0.23 -0.43 0.82
Cl 0.90 -2.82 -0.43
H -2.60 -0.28 -2.46
H -1.44 -1.59 -1.69
H -2.92 -0.93 -0.77
H -0.98 2.41 -1.15
H -1.66 2.03 0.44
H -2.55 1.91 -0.96
H 0.12 -0.46 -2.40
H -0.03 1.26 -2.52
H 1.02 0.55 -1.30
H 1.13 0.35 2.72
H 0.94 1.59 1.64
H -0.38 1.20 2.74
H -2.08 -2.16 1.02
H -1.02 -2.20 2.48
H -2.25 -0.99 2.32
H 3.67 -1.10 0.70
H 2.98 -0.94 -0.98
*
```

Entry from the OMol25 dataset: a 2-piece molecular cluster, C8H17ClNO3P overall (the ωB97M-V functional and the def2-TZVPD basis).

Values from the calculation:
ΔE to the lowest compared entry with this formula, charge and spin: 199.51 kJ/mol
F_max: 4.63 eV/Å
Orbital gap (spin up / spin down): 7.14 / 7.14 eV

```
! RIJCOSX wB97M-V def2-TZVPD def2/J DEFGRID3
* xyz 0 1
C 1.50 1.36 0.89
C 2.39 0.12 0.97
C 2.21 2.22 -0.17
C 2.52 -0.04 -0.57
C 0.35 -3.52 0.03
C -2.41 2.56 -1.63
C -0.97 -2.73 0.29
C -2.34 1.09 -1.04
N 2.67 1.16 -1.10
O -0.87 -1.34 -2.14
O -0.80 -1.39 0.38
O -0.93 0.87 -0.67
P -0.26 -0.65 -1.03
Cl 3.46 -1.33 -1.12
H 0.46 1.10 0.60
H 1.27 1.96 1.79
H 3.35 0.22 1.38
H 1.88 -0.74 1.37
H 1.37 2.91 -0.57
H 3.03 2.77 0.21
H 1.15 -3.33 0.66
H 0.10 -4.56 0.28
H 0.65 -3.42 -1.05
H -1.74 3.19 -1.07
H -1.91 2.48 -2.73
H -3.40 3.00 -1.81
H -1.38 -3.04 1.33
H -1.66 -3.09 -0.40
H -2.63 0.42 -1.88
H -3.01 1.18 -0.07
H 2.55 1.41 -2.11
*
```

Entry from the OMol25 dataset: C8H17CuNO8 as an isolated structure (the ωB97M-V functional and the def2-TZVPD basis).

Values from the calculation:
ΔE to the lowest compared entry with this formula, charge and spin: 654.94 kJ/mol
F_max: 7.37 eV/Å
Orbital gap: 3.62 eV

```
! RIJCOSX wB97M-V def2-TZVPD def2/J DEFGRID3
* xyz -1 1
Cu -15.28 -22.28 25.52
O -15.68 -24.82 28.72
C -14.73 -24.49 29.64
O -14.09 -23.45 29.48
O -14.40 -25.43 30.35
H -15.86 -25.69 29.07
O -15.19 -16.22 25.14
C -14.26 -16.69 25.89
O -13.91 -17.84 25.94
O -13.65 -15.93 26.57
H -14.91 -15.33 25.35
C -14.13 -25.54 24.00
O -15.12 -24.60 23.63
C -15.49 -24.73 22.22
C -16.42 -23.67 21.82
N -15.79 -22.38 22.12
C -16.62 -21.15 21.92
C -17.89 -21.05 22.75
O -17.94 -21.68 24.07
C -19.11 -21.78 24.73
H -14.57 -26.54 23.94
H -13.90 -25.27 25.03
H -13.24 -25.29 23.41
H -15.94 -25.71 22.08
H -14.58 -24.70 21.62
H -17.44 -23.73 22.19
H -16.53 -23.76 20.74
H -14.89 -22.12 21.74
H -16.97 -20.97 20.91
H -16.06 -20.21 22.01
H -18.66 -21.64 22.26
H -18.21 -20.01 22.79
H -18.97 -22.21 25.72
H -19.61 -22.61 24.23
H -19.73 -20.89 24.67
*
```

Entry from the OMol25 dataset: C8H17IN2 as an isolated structure (the ωB97M-V functional and the def2-TZVPD basis).

Values from the calculation:
ΔE to the lowest compared entry with this formula, charge and spin: 223.68 kJ/mol
F_max: 5.89 eV/Å
Orbital gap: 9.24 eV

```
! RIJCOSX wB97M-V def2-TZVPD def2/J DEFGRID3
* xyz 0 1
C -0.64 -2.61 -0.56
C -1.95 -0.79 -1.88
C 1.81 0.03 0.20
C 0.54 0.99 2.03
C -0.74 -0.26 0.21
C -0.70 -1.11 -1.06
C 0.26 1.87 -0.40
C 0.53 0.61 0.55
N 1.83 2.93 -1.75
N 1.36 2.75 -0.58
I -0.95 3.48 0.46
H -1.51 -2.76 -0.06
H 0.19 -2.73 0.13
H -0.58 -3.21 -1.42
H -2.77 -0.73 -1.24
H -2.35 -1.57 -2.63
H -1.78 0.25 -2.21
H 1.61 -0.30 -0.89
H 2.61 0.68 0.17
H 2.02 -1.00 0.80
H -0.43 1.24 2.30
H 1.33 1.78 2.19
H 0.81 0.20 2.64
H -0.87 -0.92 1.09
H -1.64 0.37 0.10
H 0.22 -1.07 -1.78
H -0.05 1.50 -1.40
H 2.72 3.45 -1.58
*
```

Question: Among the records above, which one has the highest F_max?
Answer: C8H17CuNO8